Record 1
# C33H32KN8O3

C33H32KN8O3 as an isolated structure (wB97M-V/def2-TZVPD, the Open Molecules 2025 dataset).

ORCA input file:
```
! wB97M-V def2-TZVPD RIJCOSX def2/J DEFGRID3
* xyz 1 1
K 0.58 0.00 -0.66
C -4.12 -0.81 -2.40
O -3.89 -1.82 -1.38
C -2.58 -1.72 -1.09
N -1.84 -1.01 -1.83
C -2.70 -0.49 -2.91
C -2.48 0.97 -3.19
C -2.05 1.84 -2.18
C -1.90 3.19 -2.45
C -2.18 3.69 -3.71
C -2.61 2.84 -4.71
C -2.76 1.48 -4.45
C -2.12 -2.46 0.12
C -2.96 -3.33 0.79
C -2.48 -3.96 1.93
C -1.19 -3.68 2.36
C -0.43 -2.79 1.60
N -0.87 -2.20 0.50
C 0.92 -2.38 2.04
N 1.64 -1.51 1.46
C 2.82 -1.28 2.31
C 2.70 -2.38 3.39
O 1.37 -2.93 3.18
C 2.79 0.13 2.87
C 3.93 0.91 2.88
C 3.91 2.19 3.42
C 2.74 2.69 3.96
C 1.59 1.92 3.95
C 1.61 0.64 3.41
H -4.58 0.05 -1.91
H -4.79 -1.23 -3.14
H -2.48 -1.06 -3.81
H -1.83 1.44 -1.20
H -1.55 3.85 -1.66
H -2.06 4.75 -3.91
H -2.83 3.22 -5.70
H -3.08 0.81 -5.24
H -3.97 -3.49 0.43
H -3.10 -4.64 2.48
H -0.77 -4.13 3.25
H 3.72 -1.41 1.72
H 2.75 -2.01 4.41
H 3.42 -3.19 3.24
H 4.85 0.51 2.46
H 4.82 2.78 3.43
H 2.72 3.68 4.40
H 0.67 2.31 4.37
H 0.70 0.05 3.38
N 3.50 -4.90 -4.52
C 3.02 -3.81 -3.87
C 1.87 -3.88 -3.07
C 1.45 -2.75 -2.40
N 2.07 -1.57 -2.45
C 3.16 -1.51 -3.22
C 3.67 -2.57 -3.93
H 2.92 -5.71 -4.62
H 4.20 -4.77 -5.24
H 1.32 -4.81 -2.97
H 0.56 -2.80 -1.78
H 3.66 -0.54 -3.26
H 4.56 -2.44 -4.53
C -3.20 2.27 2.59
N -1.93 2.82 2.15
C -1.53 4.06 2.48
C -0.35 4.57 2.06
C 0.44 3.71 1.24
N 0.07 2.49 0.90
C -1.12 2.00 1.35
O -1.51 0.87 1.08
N 1.63 4.15 0.77
H -3.72 3.02 3.17
H -3.04 1.38 3.20
H -3.80 1.99 1.73
H -2.21 4.63 3.11
H -0.04 5.56 2.33
H 2.02 5.00 1.11
H 2.24 3.49 0.33
*
```

* LUMO: -2.001 eV
* frontier orbital gap: 8.74 eV
* ΔE to the lowest compared entry with this formula, charge and spin: 5.6 kcal per mole

Results of the Mulliken charge analysis, in e, for atoms 1 through 4:
1 K 1.0047
2 C -0.6761
3 O -0.4176
4 C -0.0437

Record 2
# C33H33Br3F4O6

C33H33Br3F4O6 as an isolated structure in a non-equilibrium geometry (wB97M-V/def2-TZVPD, the Open Molecules 2025 dataset).

ORCA input file:
```
! wB97M-V def2-TZVPD RIJCOSX def2/J DEFGRID3
* xyz 0 1
C -1.33 -0.30 -3.51
C -0.85 -1.15 -2.35
C 0.65 -1.00 -1.99
O 0.63 -0.43 -0.69
C -0.63 -0.40 -0.21
O -0.94 -0.13 0.90
O -1.51 -0.74 -1.16
H -1.06 -0.76 -4.46
H -0.86 0.68 -3.47
H -2.42 -0.23 -3.44
H -0.99 -2.22 -2.55
H 1.14 -0.31 -2.68
H 1.18 -1.95 -2.04
C -2.32 -3.03 2.45
C -1.36 -2.79 3.58
C -1.99 -2.20 4.84
O -1.50 -3.03 5.91
C -0.97 -4.17 5.40
O -0.66 -5.11 6.04
O -0.83 -4.06 4.05
H -1.87 -3.70 1.72
H -2.61 -2.10 1.97
H -3.23 -3.53 2.79
H -0.51 -2.21 3.23
H -3.07 -2.27 4.81
H -1.69 -1.17 5.02
F 2.77 -1.13 -4.55
C 3.50 -0.08 -4.09
C 3.13 1.20 -4.44
C 3.90 2.25 -3.92
C 5.01 2.04 -3.13
C 5.37 0.74 -2.83
C 4.58 -0.32 -3.28
H 2.30 1.41 -5.09
H 3.56 3.24 -4.24
H 5.58 2.89 -2.77
H 6.26 0.50 -2.27
H 4.86 -1.32 -2.97
F 0.36 4.06 4.81
C 0.84 2.81 4.91
C 1.27 2.36 6.14
C 1.79 1.08 6.27
C 1.77 0.23 5.17
C 1.38 0.72 3.92
C 0.87 2.00 3.80
H 1.18 3.04 6.98
H 2.14 0.74 7.23
H 2.11 -0.79 5.26
H 1.25 -0.01 3.13
H 0.57 2.40 2.84
F -5.19 2.90 -5.09
C -5.65 2.46 -3.90
C -6.99 2.59 -3.60
C -7.44 2.17 -2.36
C -6.57 1.51 -1.50
C -5.24 1.33 -1.85
C -4.77 1.84 -3.04
H -7.68 3.08 -4.27
H -8.47 2.30 -2.05
H -6.97 0.95 -0.66
H -4.58 0.75 -1.21
H -3.75 1.74 -3.37
F 3.70 -2.88 -1.58
C 3.45 -2.75 -0.26
C 3.89 -1.60 0.39
C 3.50 -1.42 1.70
C 2.75 -2.38 2.38
C 2.38 -3.55 1.73
C 2.76 -3.75 0.40
H 4.52 -0.90 -0.15
H 3.85 -0.55 2.23
H 2.47 -2.20 3.41
H 1.80 -4.36 2.17
H 2.54 -4.64 -0.18
C -0.15 5.17 -3.98
Br -0.87 3.55 -3.31
Br -1.50 6.39 -4.54
Br 1.12 4.85 -5.36
H 0.36 5.67 -3.17
*
```

* LUMO: -0.119 eV
* frontier orbital gap: 9.23 eV
* ΔE to the lowest compared entry with this formula, charge and spin: 0.0 kcal per mole

Results of the Mulliken charge analysis, in e, for atoms 1 through 4:
1 C -1.0815
2 C 0.4912
3 C 0.2269
4 O -0.2700

Record 3
# C33H33BrCl2IrN3OP

C33H33BrCl2IrN3OP as an isolated structure (wB97M-V/def2-TZVPD, the Open Molecules 2025 dataset).

ORCA input file:
```
! wB97M-V def2-TZVPD RIJCOSX def2/J DEFGRID3
* xyz 4 2
Ir -1.65 -0.92 0.60
Br 2.57 3.23 5.22
C 1.22 2.38 4.26
C 0.01 2.07 4.88
C -1.00 1.44 4.17
C -0.79 1.10 2.83
C 0.42 1.40 2.21
C 1.42 2.04 2.92
N -1.83 0.51 2.07
C -3.04 0.92 2.25
C -4.12 0.22 1.58
C -5.46 0.50 1.78
C -6.42 -0.30 1.16
C -5.99 -1.35 0.37
C -4.63 -1.56 0.19
N -3.71 -0.78 0.77
H -0.14 2.33 5.92
H -1.91 1.18 4.69
H 0.55 1.20 1.15
H 2.35 2.29 2.43
H -3.25 1.76 2.90
H -5.75 1.32 2.43
H -7.47 -0.10 1.30
H -6.70 -2.02 -0.11
H -4.27 -2.38 -0.43
Cl -1.88 0.72 -1.17
C -2.24 -0.58 -2.36
Cl -1.80 -2.15 -1.58
H -1.62 -0.44 -3.24
H -3.31 -0.58 -2.57
N 0.51 -1.45 0.48
C 1.84 -0.81 0.47
C 2.60 -0.96 1.61
C 3.89 -0.44 1.69
C 4.43 0.23 0.61
C 3.69 0.36 -0.55
C 2.38 -0.15 -0.65
P 1.66 -0.05 -2.29
C 1.12 1.58 -2.71
C 1.18 2.63 -1.78
C 0.74 3.89 -2.14
C 0.23 4.11 -3.42
C 0.15 3.07 -4.34
C 0.58 1.80 -3.99
C 2.73 -0.77 -3.49
C 3.03 -2.14 -3.37
C 3.91 -2.72 -4.25
C 4.50 -1.95 -5.26
C 4.21 -0.59 -5.38
C 3.32 0.01 -4.51
H 0.56 -2.06 1.30
H 0.52 -2.12 -0.30
H 2.20 -1.50 2.47
H 4.47 -0.58 2.59
H 5.43 0.63 0.65
H 4.13 0.84 -1.42
H 1.61 2.47 -0.80
H 0.82 4.72 -1.45
H -0.10 5.10 -3.70
H -0.24 3.25 -5.33
H 0.53 1.00 -4.71
H 2.57 -2.74 -2.59
H 4.15 -3.78 -4.17
H 5.19 -2.42 -5.95
H 4.70 0.00 -6.14
H 3.12 1.06 -4.60
C -1.95 -2.01 4.20
C -1.35 -2.95 3.20
O -1.73 -2.64 1.77
H -1.81 -2.45 5.18
H -3.03 -1.90 4.05
H -1.46 -1.04 4.20
H -1.71 -3.97 3.32
H -0.26 -2.97 3.20
H -2.61 -3.02 1.66
*
```

* LUMO (alpha / beta): -12.538 / -12.977 eV
* frontier orbital gap (alpha / beta): 5.73 / 5.29 eV
* ΔE to the lowest compared entry with this formula, charge and spin: 47.6 kcal per mole
* ⟨S²⟩: 0.766

Results of the Mulliken charge analysis, in e, for atoms 1 through 4:
1 Ir 1.3534
2 Br -0.0469
3 C -0.4593
4 C -0.9490

Record 4
# C33H34AuN2OP2

C33H34AuN2OP2 as an isolated structure in a non-equilibrium geometry (wB97M-V/def2-TZVPD, the Open Molecules 2025 dataset).

ORCA input file:
```
! wB97M-V def2-TZVPD RIJCOSX def2/J DEFGRID3
* xyz 1 1
Au -0.84 -1.19 0.21
O 0.05 -2.24 2.25
C 0.69 -3.51 2.10
C -0.37 -4.61 2.06
C -1.38 -4.40 0.93
C -0.74 -4.35 -0.42
C -0.34 -5.50 -1.10
C 0.22 -5.39 -2.36
C 0.37 -4.13 -2.92
C -0.05 -3.03 -2.18
N -0.58 -3.15 -0.98
H 0.69 -1.60 2.58
H 1.35 -3.69 2.95
H 1.30 -3.51 1.19
H -0.91 -4.61 3.01
H 0.14 -5.57 1.96
H -1.88 -3.44 1.10
H -2.12 -5.20 0.95
H -0.49 -6.46 -0.63
H 0.51 -6.27 -2.91
H 0.79 -3.99 -3.90
H 0.03 -2.02 -2.57
C -1.09 2.88 -0.64
N -0.20 1.81 -0.19
P 0.13 0.51 -1.27
C 0.31 1.45 -2.83
C -0.36 1.12 -4.00
C -0.12 1.87 -5.14
C 0.77 2.94 -5.10
C 1.42 3.27 -3.92
C 1.20 2.52 -2.79
C 1.91 0.16 -1.02
C 2.60 0.52 0.12
C 3.93 0.16 0.29
C 4.57 -0.57 -0.70
C 3.89 -0.92 -1.86
C 2.56 -0.56 -2.02
P -0.22 1.22 1.42
C -1.94 0.76 1.87
C -2.09 0.42 3.22
C -3.27 -0.13 3.67
C -4.31 -0.38 2.78
C -4.16 -0.07 1.44
C -2.99 0.50 0.98
C -0.07 2.87 2.21
C -1.16 3.54 2.75
C -1.02 4.84 3.19
C 0.21 5.48 3.09
C 1.30 4.80 2.58
C 1.17 3.50 2.15
H -0.50 3.72 -1.01
H -1.70 3.23 0.20
H -1.76 2.56 -1.44
H -1.06 0.30 -4.02
H -0.62 1.63 -6.07
H 0.95 3.52 -5.99
H 2.12 4.10 -3.90
H 1.71 2.75 -1.86
H 2.10 1.10 0.89
H 4.46 0.45 1.18
H 5.60 -0.85 -0.57
H 4.39 -1.46 -2.64
H 2.04 -0.82 -2.93
H -1.27 0.61 3.90
H -3.39 -0.36 4.72
H -5.22 -0.83 3.13
H -4.97 -0.26 0.75
H -2.91 0.79 -0.07
H -2.12 3.05 2.83
H -1.87 5.37 3.60
H 0.31 6.50 3.42
H 2.26 5.30 2.51
H 2.03 2.98 1.76
*
```

* LUMO: -2.589 eV
* frontier orbital gap: 7.72 eV

Results of the Mulliken charge analysis, in e, for atoms 1 through 4:
1 Au 0.4299
2 O -0.3993
3 C -0.6319
4 C -0.6722

Record 5
# C33H34BF4N7O2PRuS

C33H34BF4N7O2PRuS as an isolated structure in a non-equilibrium geometry (wB97M-V/def2-TZVPD, the Open Molecules 2025 dataset).

ORCA input file:
```
! wB97M-V def2-TZVPD RIJCOSX def2/J DEFGRID3
* xyz 0 2
Ru -0.26 1.17 -0.73
C 3.05 1.91 -0.31
C 2.14 2.86 0.38
C 2.71 3.78 1.29
C 1.93 4.69 1.94
C 0.55 4.75 1.64
C -0.29 5.72 2.22
C -1.61 5.78 1.84
C -2.11 4.89 0.88
C -1.32 3.91 0.31
S -1.94 2.85 -0.93
C 0.04 3.81 0.72
N 0.84 2.84 0.15
H 4.05 2.34 -0.39
H 2.68 1.69 -1.31
H 3.11 0.98 0.25
H 3.78 3.75 1.46
H 2.35 5.39 2.65
H 0.12 6.42 2.94
H -2.26 6.53 2.27
H -3.14 4.96 0.57
N -1.63 -0.10 -1.95
C -1.99 -1.35 -1.36
C -2.29 -2.45 -2.16
C -2.66 -3.65 -1.57
C -2.76 -3.75 -0.19
C -2.45 -2.65 0.60
C -2.03 -1.46 0.02
P -1.37 -0.03 0.94
C -2.68 0.44 2.12
C -3.09 -0.42 3.15
C -4.13 -0.08 3.98
C -4.80 1.13 3.81
C -4.42 1.98 2.79
C -3.37 1.64 1.95
C 0.02 -0.71 2.09
C 0.56 -2.05 1.72
C 1.58 -2.61 2.47
C 2.22 -2.03 3.54
C 2.00 -0.70 4.09
C 1.53 0.48 3.30
H -2.39 0.57 -1.86
H -1.40 -0.15 -2.94
H -2.25 -2.36 -3.24
H -2.89 -4.51 -2.19
H -3.07 -4.68 0.27
H -2.50 -2.74 1.68
H -2.57 -1.35 3.32
H -4.42 -0.75 4.78
H -5.62 1.39 4.47
H -4.94 2.92 2.65
H -3.08 2.31 1.15
H 0.17 -2.57 0.86
H 1.92 -3.60 2.18
H 2.99 -2.61 4.04
H 2.60 -0.46 4.96
H 1.92 1.48 3.45
O -0.36 -0.72 3.49
N 0.62 -0.08 4.27
O 1.03 0.30 2.03
F 1.73 0.86 -4.67
B 0.49 1.45 -4.35
F 0.53 1.80 -2.95
F 0.21 2.54 -5.11
F -0.52 0.44 -4.49
C 2.49 -4.58 -2.86
C 2.38 -3.54 -3.96
C 0.93 -3.33 -4.39
C 3.06 -2.23 -3.57
N 2.46 -1.60 -2.39
C 1.34 -0.90 -2.30
N 1.22 -0.48 -1.05
N 2.29 -0.98 -0.39
N 3.04 -1.65 -1.18
H 2.05 -5.52 -3.17
H 1.96 -4.25 -1.96
H 3.53 -4.77 -2.58
H 2.95 -3.89 -4.83
H 0.30 -3.14 -3.52
H 0.55 -4.22 -4.88
H 0.83 -2.49 -5.08
H 3.00 -1.50 -4.38
H 4.11 -2.40 -3.31
H 0.69 -0.69 -3.13
*
```

* LUMO (alpha / beta): -0.030 / -0.799 eV
* frontier orbital gap (alpha / beta): 7.00 / 6.23 eV
* ΔE to the lowest compared entry with this formula, charge and spin: 67.1 kcal per mole
* ⟨S²⟩: 0.780

Results of the Mulliken charge analysis, in e, for atoms 1 through 4:
1 Ru 1.8126
2 C -1.4623
3 C 0.8907
4 C -0.9608

Record 6
# C33H34Br2FeN8O4

C33H34Br2FeN8O4 as an isolated structure in a non-equilibrium geometry (wB97M-V/def2-TZVPD, the Open Molecules 2025 dataset).

ORCA input file:
```
! wB97M-V def2-TZVPD RIJCOSX def2/J DEFGRID3
* xyz 3 2
Fe 1.02 0.27 0.28
Br 2.36 -5.86 -1.27
C 2.15 -4.05 -0.97
C 1.50 -3.24 -1.91
C 1.31 -1.91 -1.62
N 1.76 -1.35 -0.49
C 2.46 -2.11 0.38
C 2.65 -3.46 0.19
C 3.06 -1.31 1.46
C 4.07 -1.78 2.28
C 4.68 -0.90 3.18
Br 6.03 -1.48 4.30
C 4.26 0.43 3.18
C 3.25 0.81 2.34
N 2.62 -0.03 1.49
H 1.13 -3.65 -2.83
H 0.76 -1.27 -2.29
H 3.19 -4.06 0.91
H 4.40 -2.80 2.20
H 4.73 1.16 3.83
H 2.96 1.86 2.33
C 4.71 1.30 -1.90
C 4.27 1.91 -3.06
C 2.92 2.19 -3.16
C 2.06 1.85 -2.13
N 2.48 1.23 -1.01
C 3.79 0.97 -0.92
C 0.62 2.12 -2.22
C 0.07 3.04 -3.12
C -1.30 3.18 -3.17
C -2.08 2.40 -2.33
C -1.45 1.54 -1.45
N -0.13 1.41 -1.38
H 5.76 1.06 -1.74
H 4.96 2.16 -3.86
H 2.53 2.66 -4.06
H 4.15 0.47 -0.04
H 0.71 3.62 -3.77
H -1.75 3.88 -3.87
H -3.16 2.45 -2.37
H -2.03 0.88 -0.81
N -3.98 2.17 2.18
C -2.58 1.91 2.70
C -2.05 0.58 2.18
C -0.74 0.26 2.93
N 0.15 -0.51 2.03
C -0.07 1.51 3.49
C -0.17 2.67 2.51
N 0.47 2.25 1.23
C -1.65 3.06 2.29
H -4.62 1.43 2.48
H -4.01 2.20 1.16
H -4.36 3.05 2.52
H -2.71 1.88 3.78
H -1.84 0.67 1.12
H -2.77 -0.23 2.31
H -0.98 -0.41 3.76
H -0.40 -1.35 1.70
H 0.89 -0.89 2.61
H 0.97 1.29 3.75
H -0.54 1.81 4.43
H 0.35 3.55 2.88
H 1.41 1.96 1.51
H 0.62 3.01 0.58
H -1.81 3.31 1.24
H -1.88 3.95 2.88
O -1.44 -2.32 1.08
C -1.50 -1.82 -0.06
O -0.75 -0.86 -0.46
C -2.51 -2.33 -1.05
C -2.60 -1.78 -2.32
C -3.55 -2.24 -3.22
C -4.39 -3.26 -2.80
C -4.31 -3.84 -1.56
C -3.36 -3.36 -0.67
N -5.43 -3.74 -3.75
O -5.64 -3.05 -4.72
O -5.92 -4.82 -3.51
H -1.92 -0.99 -2.62
H -3.66 -1.83 -4.21
H -4.97 -4.66 -1.30
H -3.26 -3.79 0.32
*
```

* LUMO (alpha / beta): -9.198 / -8.762 eV
* frontier orbital gap (alpha / beta): 6.81 / 7.24 eV
* ΔE to the lowest compared entry with this formula, charge and spin: 0.0 kcal per mole
* ⟨S²⟩: 0.800

Results of the Mulliken charge analysis, in e, for atoms 1 through 4:
1 Fe 1.2698
2 Br -0.0340
3 C -0.4352
4 C -0.6528

no.,calculated total energy (a.u.)
1,-2540.40626
2,-9850.23875
3,-5455.41235
4,-2280.85499
5,-3070.60345
6,-8427.74256